# 1
A structure of composition C27H46AuN4O2SbSi at a distorted geometry, computed with wB97M-V/def2-TZVPD.

XYZ file:
```
82
Properties=species:S:1:pos:R:3:forces:R:3
Au 0.2171 -0.2314 -0.8267 0.7184 -0.0701 0.2685
N -0.7602 0.2059 2.9039 0.0277 0.1220 0.0949
C -1.4011 1.3717 3.2697 -0.0676 -0.4515 0.3436
C -0.9491 1.9922 4.5583 -0.0417 -0.2012 0.0963
C -0.9513 1.0243 5.7657 -0.2608 0.1194 -0.2321
C -2.3409 0.5796 6.2377 0.4906 0.0827 0.0061
N -3.1300 -0.1277 5.2293 -0.0839 0.0060 0.0411
C -2.9531 -1.3840 4.8494 0.0278 0.0913 -0.1322
N -3.7011 -1.8890 3.8646 -0.0010 -0.0997 -0.0270
N -2.0215 -2.1471 5.4178 -0.0778 0.0007 0.0601
C -0.9184 2.8575 1.6136 0.1781 0.6856 -0.8890
O -1.5148 3.7865 2.0061 0.0921 -0.3825 0.1551
O -0.2460 2.1925 0.8999 -0.3393 0.1055 0.5865
H -0.9444 -0.1089 1.9612 -0.0194 -0.0452 -0.0226
H 0.2330 0.2352 3.0919 0.0787 -0.1544 -0.0213
H -2.4498 1.4219 2.9977 -0.0079 0.0472 -0.1053
H -1.5615 2.8660 4.7810 0.0812 0.0797 -0.0442
H 0.0872 2.3280 4.4408 -0.0421 0.1457 0.0010
H -0.4806 1.5330 6.6083 0.0446 -0.0827 0.0281
H -0.3427 0.1525 5.5174 0.0572 -0.0043 0.0742
H -2.9180 1.4530 6.5360 -0.0946 -0.0795 0.0380
H -2.2359 -0.0580 7.1187 -0.1581 0.0710 0.0499
H -3.8190 0.4118 4.7329 -0.0448 -0.0475 -0.0199
H -4.4474 -1.3632 3.4440 -0.0001 0.0369 0.0473
H -3.6052 -2.8478 3.5771 0.0106 0.0043 0.0113
H -1.4871 -1.8083 6.1982 0.0177 -0.0120 -0.0020
H -1.9723 -3.1304 5.2137 0.0218 -0.0056 0.0125
C 5.4647 -1.7919 0.3184 -0.0244 0.0693 0.0718
C 5.1060 -0.6626 -0.6302 -0.5849 -0.2484 -0.1545
C 5.2870 -1.0577 -2.0842 0.0050 0.0790 -0.0176
Sb 3.0758 0.1731 -0.2315 0.2968 0.6045 -0.1301
C 3.0611 1.7882 -1.7426 0.0270 -0.2038 0.3660
C 2.5574 1.1820 -3.0446 0.1444 -0.1146 0.0594
C 2.2023 2.9756 -1.3441 0.0693 0.0152 0.0917
C 3.6353 0.9273 1.7779 -0.3718 -0.0659 -0.3451
C 3.2406 -0.0835 2.8495 0.0877 -0.0660 -0.0831
C 3.0737 2.3135 2.0432 0.0443 0.0747 -0.0413
H 6.5071 -2.0724 0.1519 0.0093 -0.0124 0.0015
H 4.8555 -2.6782 0.1392 -0.0250 -0.0023 0.0203
H 5.3731 -1.4995 1.3640 0.0033 -0.0567 0.0080
H 5.7144 0.2193 -0.4063 -0.1623 0.0883 0.0384
H 4.6271 -1.8802 -2.3625 -0.0150 0.0027 -0.0323
H 6.3138 -1.3977 -2.2369 0.0137 0.0006 -0.0012
H 5.1199 -0.2186 -2.7583 0.0138 -0.0488 -0.0448
H 4.1095 2.0824 -1.8332 0.0135 -0.0235 -0.0250
H 1.5235 0.8353 -2.9330 -0.0283 0.0167 -0.0676
H 3.1631 0.3416 -3.3827 -0.0816 -0.0289 -0.0487
H 2.5651 1.9391 -3.8304 -0.0152 0.0161 -0.0157
H 1.1835 2.6652 -1.1015 -0.0383 0.0269 -0.0165
H 2.1458 3.6748 -2.1813 -0.0177 0.0013 -0.0169
H 2.6062 3.5170 -0.4920 -0.0542 0.0210 0.0082
H 4.7246 0.9862 1.7279 0.0035 -0.0523 -0.1148
H 2.2059 -0.4133 2.7443 -0.0836 0.0102 0.0240
H 3.3628 0.3587 3.8411 0.0042 0.0155 0.0018
H 3.8658 -0.9748 2.8130 -0.0677 -0.0553 0.0147
H 1.9882 2.3413 1.9526 -0.0535 -0.0054 0.0022
H 3.4876 3.0422 1.3488 -0.0286 0.0598 0.0401
H 3.3408 2.6394 3.0517 0.0211 -0.0335 0.0213
C -4.1228 -4.2738 -1.9726 0.0038 0.0806 0.0241
C -2.7400 -4.1638 -1.9873 -0.0216 -0.1174 -0.0057
C -2.1331 -2.9683 -1.6328 0.0708 0.0422 0.0223
C -2.8998 -1.8653 -1.2597 0.4170 0.1034 -0.1812
C -4.2918 -1.9885 -1.2513 0.0058 0.2032 0.0639
C -4.8990 -3.1828 -1.6026 -0.0280 -0.0067 0.0439
Si -2.1876 -0.2212 -0.7049 -0.8806 -0.0893 0.0820
C -2.8333 1.2993 -1.5603 0.3683 -0.3964 0.0742
C -3.5081 2.2814 -0.8282 0.0571 0.0599 0.1296
C -4.0730 3.3714 -1.4662 -0.0380 0.0278 0.0313
C -3.9492 3.5088 -2.8439 0.0165 -0.0611 0.0428
C -3.2652 2.5506 -3.5823 0.0096 -0.0041 -0.0671
C -2.7077 1.4561 -2.9458 0.0169 -0.0344 -0.1000
H -4.5999 -5.2040 -2.2492 0.0193 -0.0163 -0.0160
H -2.1365 -5.0145 -2.2744 0.0210 0.0120 -0.0130
H -1.0509 -2.8974 -1.6432 0.0057 -0.0186 -0.0340
H -4.9028 -1.1378 -0.9671 -0.0770 -0.0204 -0.0499
H -5.9780 -3.2594 -1.5867 -0.0087 -0.0138 -0.0335
H -2.6324 -0.1029 0.7245 0.3417 0.1626 -0.0127
H -3.6052 2.1834 0.2475 -0.0120 0.0182 0.0115
H -4.6129 4.1130 -0.8932 0.0080 0.0179 0.0002
H -4.3883 4.3627 -3.3415 0.0012 0.0090 -0.0090
H -3.1742 2.6569 -4.6546 0.0054 0.0053 -0.0079
H -2.1833 0.7085 -3.5299 -0.0142 -0.0097 -0.0291
```
Forces are in eV/Å.

Frontier orbital gap (alpha / beta) ... 7.6 / 5.3 eV
Multiplicity ... 3
E_HOMO (alpha / beta) ... -12.39 / -13.68 eV
Relative energy (zero: lowest compared OMol25 entry of this formula, charge and spin) ... 1.797 eV
⟨S²⟩ ... 2.019
Net charge ... +2
LUMO level (alpha / beta) ... -4.75 / -8.35 eV

Want to see where the charge sits? The Mulliken charges in e are: number 1, Au, carries 0.289; number 2, N, carries 0.035; number 3, C, carries -0.504; number 4, C, carries -1.038; number 5, C, carries -0.308; number 6, C, carries -1.288; number 7, N, carries -0.107; number 8, C, carries 0.861; number 9, N, carries -0.410; number 10, N, carries -0.347; number 11, C, carries 0.775; number 12, O, carries -0.469; number 13, O, carries -0.347; number 14, H, carries -0.152; number 15, H, carries 0.047; number 16, H, carries 0.634; number 17, H, carries 0.447; number 18, H, carries 0.299; number 19, H, carries 0.381; number 20, H, carries 0.281; number 21, H, carries 0.480; number 22, H, carries 0.445; number 23, H, carries 0.273; number 24, H, carries 0.181; number 25, H, carries 0.193; number 26, H, carries 0.194; number 27, H, carries 0.212; number 28, C, carries -1.358; number 29, C, carries 0.259; number 30, C, carries -1.467; number 31, Sb, carries 0.404; number 32, C, carries 0.041; number 33, C, carries -1.058; number 34, C, carries -1.058; number 35, C, carries 0.274; number 36, C, carries -1.230; number 37, C, carries -1.484; number 38, H, carries 0.431; number 39, H, carries 0.332; number 40, H, carries 0.274; number 41, H, carries 0.375; number 42, H, carries 0.355; number 43, H, carries 0.428; number 44, H, carries 0.326; number 45, H, carries 0.511; number 46, H, carries 0.068; number 47, H, carries 0.256; number 48, H, carries 0.431; number 49, H, carries 0.018; number 50, H, carries 0.490; number 51, H, carries 0.221; number 52, H, carries 0.565; number 53, H, carries 0.141; number 54, H, carries 0.457; number 55, H, carries 0.322; number 56, H, carries 0.105; number 57, H, carries 0.381; number 58, H, carries 0.535; number 59, C, carries -0.511; number 60, C, carries -0.584; number 61, C, carries -0.368; number 62, C, carries 0.755; number 63, C, carries -0.458; number 64, C, carries -0.643; number 65, Si, carries 0.679; number 66, C, carries 0.564; number 67, C, carries -0.201; number 68, C, carries -0.731; number 69, C, carries -0.379; number 70, C, carries -0.712; number 71, C, carries -0.364; number 72, H, carries 0.402; number 73, H, carries 0.398; number 74, H, carries 0.234; number 75, H, carries 0.353; number 76, H, carries 0.418; number 77, H, carries -0.241; number 78, H, carries 0.313; number 79, H, carries 0.422; number 80, H, carries 0.414; number 81, H, carries 0.415; number 82, H, carries 0.423

# 2
A structure of composition C46H43KN8O2S at a distorted geometry, computed with wB97M-V/def2-TZVPD.

XYZ file:
```
101
Properties=species:S:1:pos:R:3:forces:R:3
K -0.7518 1.0954 -0.4376 0.2679 1.3891 -0.6202
C -1.3272 2.7054 4.5561 -0.0104 -0.0340 0.0106
C -0.8376 3.8667 3.7431 0.0251 0.0018 -0.0339
C -0.0057 4.8166 4.3211 -0.0037 -0.0213 0.0725
C 0.5380 5.8566 3.5849 0.0624 0.0913 0.0143
C 0.2483 5.9361 2.2294 0.0140 0.0776 -0.0101
C -0.5767 5.0105 1.6137 -0.0252 -0.0844 0.0710
C -0.8583 5.0860 0.1434 -0.0331 -0.0013 -0.1073
C -1.1488 3.9609 2.3680 -0.1082 0.1867 -0.2746
N -1.8631 2.9866 1.7012 0.1039 -0.3310 0.3140
C -3.0246 2.5628 2.1639 -0.0674 -0.0237 -0.1125
O -3.8552 3.1417 2.8949 0.0081 0.0172 0.0695
C -3.3657 1.1238 1.7710 -0.0121 -0.2505 0.1508
C -4.6426 0.5979 1.9548 0.0705 0.2383 -0.0386
C -4.8470 -0.7524 1.7260 -0.0576 -0.0301 0.0194
C -3.7811 -1.5578 1.3595 0.0298 0.0446 0.0031
C -2.5359 -0.9592 1.2044 -0.0064 -0.3330 -0.0435
N -2.3533 0.3436 1.3995 -0.0534 -0.2893 0.1439
C -1.2902 -1.7713 0.8272 -0.2417 -0.0784 0.2994
O -0.3716 -1.1860 0.2064 0.0944 -0.5958 0.0550
N -1.3106 -3.0251 1.2334 0.2072 -0.0035 -0.0090
C -0.1184 -3.7420 1.1153 -0.1922 0.0575 0.0935
C 1.0532 -3.3679 1.8089 -0.0139 -0.0029 -0.0381
C 1.0887 -2.1318 2.6561 -0.0304 0.0165 -0.0091
C 2.1778 -4.1774 1.7274 0.0935 0.0299 0.0232
C 2.1863 -5.3482 0.9847 0.1166 -0.0484 -0.0230
C 1.0318 -5.7221 0.3174 -0.0186 -0.0387 -0.0490
C -0.1127 -4.9406 0.3806 -0.0219 0.0022 0.0323
C -1.3631 -5.3489 -0.3390 -0.0475 -0.0006 -0.0216
H -0.8273 2.6804 5.5277 0.0092 -0.0038 0.0071
H -1.1240 1.7674 4.0301 -0.0029 -0.0231 -0.0225
H -2.4074 2.7491 4.7079 -0.0183 0.0150 0.0071
H 0.2320 4.7204 5.3774 0.0066 0.0093 0.0020
H 1.1895 6.5850 4.0552 0.0011 -0.0049 -0.0025
H 0.6745 6.7340 1.6282 0.0073 0.0131 0.0091
H -0.6065 6.0716 -0.2539 0.0196 0.0077 -0.0023
H -1.9050 4.8706 -0.0687 -0.0202 0.0240 -0.0023
H -0.2871 4.3436 -0.4217 -0.0085 -0.0251 0.0180
H -5.4292 1.2618 2.2854 -0.0099 -0.0015 -0.0097
H -5.8359 -1.1812 1.8518 0.0036 0.0028 -0.0102
H -3.8795 -2.6226 1.2046 -0.0017 -0.0192 0.0142
H 1.0188 -1.2287 2.0449 0.0111 -0.0011 -0.0010
H 2.0139 -2.0952 3.2378 -0.0427 -0.0556 -0.0255
H 0.2386 -2.1105 3.3427 -0.0360 0.0036 0.0036
H 3.0705 -3.8750 2.2690 0.0145 -0.0193 -0.0027
H 3.0814 -5.9562 0.9239 0.0019 -0.0113 0.0117
H 1.0148 -6.6321 -0.2751 0.0076 -0.0060 0.0071
H -1.1787 -6.2098 -0.9854 -0.0038 -0.0248 -0.0015
H -1.7335 -4.5224 -0.9429 -0.0178 0.0218 -0.0455
H -2.1605 -5.5968 0.3670 -0.0019 0.0119 0.0114
C 4.6099 -0.9538 -2.2852 0.0474 -0.0681 0.0943
C 3.4961 -1.1613 -1.4785 0.0530 0.0155 -0.0456
C 2.3112 -0.4899 -1.7448 0.1331 0.0322 -0.1218
C 2.2527 0.4016 -2.8139 -0.3005 0.0113 -0.0337
C 3.3610 0.6050 -3.6322 0.0071 -0.0187 0.1175
C 4.5364 -0.0757 -3.3617 0.0214 0.0250 -0.0235
N 0.9771 1.0324 -3.0089 0.2437 0.3417 -0.0945
N 1.0014 2.0193 -3.7671 -0.3840 -0.3952 0.2493
C -0.2807 2.6885 -3.9143 0.8036 -0.3374 0.0718
C -0.3375 3.4371 -5.0930 -0.2846 0.0967 -0.0359
C -1.4771 4.1767 -5.3564 0.0574 -0.0496 0.0024
C -2.5124 4.1316 -4.4229 -0.0106 0.0607 -0.1014
C -2.4010 3.3499 -3.2800 -0.0610 -0.0213 0.1913
C -1.2596 2.5991 -2.9183 -0.2873 0.1793 -0.3082
H 5.5320 -1.4885 -2.0852 -0.0011 0.0019 -0.0023
H 3.5333 -1.8592 -0.6496 0.0016 -0.0285 -0.0068
H 1.4335 -0.6675 -1.1354 -0.0567 -0.0234 0.0194
H 3.2802 1.2983 -4.4581 -0.0110 0.0022 0.0014
H 5.4029 0.0757 -3.9962 0.0022 -0.0095 0.0143
H 0.4894 3.4116 -5.7928 0.1188 0.0499 0.0112
H -1.5602 4.7746 -6.2579 -0.0001 0.0032 0.0068
H -3.4042 4.7308 -4.5884 -0.0528 -0.0442 -0.0217
H -3.2633 3.3391 -2.6142 0.0009 0.0547 0.0529
C 2.3486 0.5640 4.3541 -0.0495 0.0202 0.0911
N 3.2699 0.3344 3.2759 0.1118 0.1014 -0.0267
C 4.5014 -0.3954 3.4642 0.0482 -0.1032 0.0015
C 5.0969 -0.4213 2.0478 0.0756 -0.1114 0.0075
N 4.3763 0.6571 1.3974 -0.0326 0.1181 0.0576
C 3.2231 0.9621 2.0765 -0.0448 -0.2304 -0.0697
S 1.9973 1.8989 1.5104 -0.1587 0.3126 -0.1025
H 1.8592 -0.3681 4.6469 0.0173 0.0464 0.0211
H 1.5933 1.2721 4.0167 -0.0144 -0.0221 -0.0064
H 2.8731 0.9840 5.2193 -0.0030 0.0024 0.0010
H 4.3005 -1.4004 3.8467 0.0360 0.0240 0.0085
H 5.1612 0.1149 4.1802 -0.0411 0.0237 -0.0380
H 4.9168 -1.3860 1.5599 -0.0445 0.0434 0.0137
H 6.1721 -0.2313 2.0558 -0.0337 -0.0511 -0.0093
H 4.3173 0.7142 0.3925 0.0135 -0.0509 -0.0260
N -4.0692 -0.5662 -2.3213 -0.1762 -0.0037 -0.0043
C -3.6631 -1.4543 -2.9260 0.0736 0.2347 0.2563
C -3.1094 -2.5504 -3.6611 0.1026 -0.1166 -0.1920
C -2.4277 -2.2983 -4.8537 -0.0549 -0.0617 0.1589
C -1.8853 -3.3578 -5.5583 0.0073 -0.0487 0.0007
C -2.0186 -4.6555 -5.0796 0.0014 -0.0060 -0.0253
C -2.6898 -4.8999 -3.8897 0.0117 -0.0041 -0.0240
C -3.2394 -3.8498 -3.1745 0.0149 0.1108 -0.0805
H -2.3135 -1.2797 -5.1980 -0.0074 0.0193 0.0194
H -1.3445 -3.1663 -6.4758 0.0056 -0.0199 -0.0054
H -1.5867 -5.4798 -5.6325 0.0180 -0.0085 0.0009
H -2.7737 -5.9071 -3.5042 0.0146 -0.0210 -0.0106
H -3.7490 -4.0224 -2.2363 -0.0006 0.0244 -0.0024
```
Forces are in eV/Å.

Frontier orbital gap ... 5.7 eV
E_HOMO ... -1.78 eV
Relative energy (zero: lowest compared OMol25 entry of this formula, charge and spin) ... 0.000 eV
Net charge ... -2
LUMO level ... 3.93 eV

Results of the Mulliken charge analysis, in e, for atoms 1 through 99: number 1, K, carries 0.903; number 2, C, carries -1.571; number 3, C, carries 1.324; number 4, C, carries -0.830; number 5, C, carries -0.737; number 6, C, carries -0.776; number 7, C, carries 1.105; number 8, C, carries -1.356; number 9, C, carries -0.291; number 10, N, carries 0.470; number 11, C, carries -0.719; number 12, O, carries -0.801; number 13, C, carries 0.358; number 14, C, carries -0.562; number 15, C, carries -0.538; number 16, C, carries -0.607; number 17, C, carries 0.438; number 18, N, carries 0.201; number 19, C, carries -0.422; number 20, O, carries -0.523; number 21, N, carries -0.542; number 22, C, carries -0.524; number 23, C, carries 1.239; number 24, C, carries -0.834; number 25, C, carries -0.353; number 26, C, carries -1.030; number 27, C, carries -0.741; number 28, C, carries 1.167; number 29, C, carries -0.966; number 30, H, carries 0.409; number 31, H, carries 0.118; number 32, H, carries 0.424; number 33, H, carries 0.289; number 34, H, carries 0.353; number 35, H, carries 0.324; number 36, H, carries 0.401; number 37, H, carries 0.254; number 38, H, carries 0.166; number 39, H, carries 0.517; number 40, H, carries 0.371; number 41, H, carries 0.504; number 42, H, carries -0.022; number 43, H, carries 0.270; number 44, H, carries 0.338; number 45, H, carries 0.330; number 46, H, carries 0.371; number 47, H, carries 0.291; number 48, H, carries 0.347; number 49, H, carries -0.127; number 50, H, carries 0.373; number 51, C, carries -0.373; number 52, C, carries -0.857; number 53, C, carries 0.192; number 54, C, carries -0.355; number 55, C, carries -0.431; number 56, C, carries -0.510; number 57, N, carries 0.525; number 58, N, carries -0.547; number 59, C, carries 0.016; number 60, C, carries -0.463; number 61, C, carries -0.454; number 62, C, carries -0.535; number 63, C, carries -0.635; number 64, C, carries -0.135; number 65, H, carries 0.388; number 66, H, carries 0.610; number 67, H, carries 0.586; number 68, H, carries 0.444; number 69, H, carries 0.332; number 70, H, carries 0.375; number 71, H, carries 0.330; number 72, H, carries 0.332; number 73, H, carries 0.290; number 74, C, carries -0.802; number 75, N, carries 0.322; number 76, C, carries -0.619; number 77, C, carries -0.432; number 78, N, carries -0.188; number 79, C, carries -0.308; number 80, S, carries -0.042; number 81, H, carries 0.279; number 82, H, carries 0.085; number 83, H, carries 0.323; number 84, H, carries 0.365; number 85, H, carries 0.316; number 86, H, carries 0.145; number 87, H, carries 0.381; number 88, H, carries 0.256; number 89, N, carries -0.450; number 90, C, carries -0.117; number 91, C, carries 0.681; number 92, C, carries -0.518; number 93, C, carries -0.528; number 94, C, carries -0.389; number 95, C, carries -0.342; number 96, C, carries -0.394; number 97, H, carries 0.529; number 98, H, carries 0.386; number 99, H, carries 0.367